No. 1
Formula: C4H6N4
Source: the Open Molecules 2025 dataset
Level of theory: the ωB97M-V functional and the def2-TZVPD basis

The geometry in ORCA input format:
```
! wB97M-V def2-TZVPD RIJCOSX def2/J DEFGRID3
* xyz 0 1
N -0.261 -1.013 2.143
C 0.077 -0.788 0.855
N 0.660 -1.627 -0.033
N 0.689 -0.970 -1.277
C 0.259 0.252 -1.036
N -0.128 0.382 0.251
C -0.720 1.723 0.029
C -0.286 1.593 -1.451
H -0.061 -1.948 2.477
H 0.019 -0.318 2.782
H -0.198 2.581 0.524
H -1.767 1.741 0.226
H 0.445 2.323 -1.831
H -1.138 1.545 -2.146
*
```

As for the maximum force: 2.4 eV Å⁻¹. As for the total energy: -374.980156 hartree. The energy relative to the best compared isomer or geometry (same formula, charge and spin) is 51.0 kcal per mole. As for the structure (SMILES): Nc1nnc2n1CC2.

***

No. 2
Formula: C4H6N4
Source: the Open Molecules 2025 dataset
Level of theory: the ωB97M-V functional and the def2-TZVPD basis

The geometry in ORCA input format:
```
! wB97M-V def2-TZVPD RIJCOSX def2/J DEFGRID3
* xyz 0 1
C -1.389 -1.298 -0.006
C -1.791 0.231 -0.095
C 1.506 0.789 -0.029
C 1.927 -0.556 -0.053
H -2.263 -1.750 -0.631
H -1.208 -1.429 1.119
H -2.829 0.599 0.216
H 0.625 2.546 0.446
H 2.282 1.644 -0.326
H 3.119 -0.579 -0.258
N -1.102 1.402 0.005
N 0.331 1.454 -0.178
N 0.912 -1.633 0.249
N -0.119 -1.419 -0.460
*
```

As for the maximum force: 7.5 eV Å⁻¹. As for the total energy: -374.740317 hartree. The energy relative to the best compared isomer or geometry (same formula, charge and spin) is 201.5 kcal per mole.

***

No. 3
Formula: C4H6N4
Source: the Open Molecules 2025 dataset
Level of theory: the ωB97M-V functional and the def2-TZVPD basis

The geometry in ORCA input format:
```
! wB97M-V def2-TZVPD RIJCOSX def2/J DEFGRID3
* xyz 0 1
C 0.186 0.758 1.418
C 0.634 -0.609 1.450
N 0.903 -1.365 0.380
N 0.904 -0.823 -0.913
C -0.148 -0.286 -1.727
N -1.234 0.356 -1.522
N -1.503 0.266 -0.135
C -0.805 1.209 0.604
H 0.651 1.644 1.949
H 0.723 -1.266 2.355
H 1.679 -1.354 -1.492
H 0.163 -0.300 -2.812
H -1.316 -0.613 0.259
H -0.837 2.384 0.186
*
```

As for the maximum force: 3.8 eV Å⁻¹. As for the total energy: -374.875284 hartree. The energy relative to the best compared isomer or geometry (same formula, charge and spin) is 116.8 kcal per mole. As for the structure (SMILES): c1cn[nH]cn[nH]c1.

***

No. 4
Formula: C4H6N4
Source: the Open Molecules 2025 dataset
Level of theory: the ωB97M-V functional and the def2-TZVPD basis

The geometry in ORCA input format:
```
! wB97M-V def2-TZVPD RIJCOSX def2/J DEFGRID3
* xyz 0 1
N 2.369 -0.880 0.108
C 1.113 -0.321 -0.012
N 1.106 1.060 0.042
N -0.065 1.736 0.010
C -0.877 0.646 -0.159
C -0.214 -0.608 -0.248
N -1.484 -1.259 0.156
C -2.190 0.024 0.073
H 2.807 -1.055 -0.897
H 2.260 -1.851 0.645
H 1.874 1.661 0.193
H -1.845 -1.963 -0.505
H -2.982 -0.018 -0.702
H -2.587 0.186 1.138
*
```

As for the maximum force: 4.4 eV Å⁻¹. As for the total energy: -374.914398 hartree. The energy relative to the best compared isomer or geometry (same formula, charge and spin) is 92.2 kcal per mole. As for the structure (SMILES): Nc1[nH]nc2c1NC2.